Record 1
Formula: C4H6O2
Source: the OMol25 dataset
Level of theory: the ωB97M-V functional and the def2-TZVPD basis

Last column: natural (NBO) charge in e.
Atoms and positions in Å:
C 1.26810 -0.44772 -0.28832  -0.59
H -0.40027 -0.74265 1.69328  0.24
H 1.73222 -1.37011 0.04573  0.23
O -0.90420 -1.59633 -1.24149  -0.57
C -0.25070 -0.24335 0.71930  -0.28
H -1.85935 1.06323 0.80472  0.18
H 1.29355 -0.50796 -1.40648  0.27
C -0.67483 -0.61343 -0.60825  0.75
H -0.35615 2.03064 0.83508  0.19
C -0.81836 1.11500 0.44673  -0.09
O -0.80311 0.84763 -0.95604  -0.55
H 1.77310 0.46506 -0.04427  0.22

Results
**Total energy**: -306.3826 hartree
**Relative energy (zero: lowest compared OMol25 entry of this formula, charge and spin)**: 3.3663 eV
**LUMO energy**: 0.886 eV
**Total charge**: 0
**HOMO**: -0.36823 Ha
**Orbital gap**: 10.906 eV

=====

Record 2
Formula: C64H70N14
Source: the OMol25 dataset
Level of theory: the ωB97M-V functional and the def2-TZVPD basis

Last column: Löwdin charge in e.
Atoms and positions in Å:
H 3.13754 1.94186 0.91369  0.07
H -3.20399 -2.80817 -1.94153  0.10
C -1.19604 -3.16388 4.77657  -0.16
H 0.22298 -0.49346 7.36612  0.11
C 1.24211 -0.00884 0.52241  -0.16
N -4.03040 4.04223 0.40948  0.02
C -0.12099 -5.11644 5.26027  -0.16
N 1.31739 1.08408 -0.23195  0.06
C -2.81359 2.18428 0.52367  -0.11
H -0.71795 0.94028 -5.04238  0.15
H -2.01123 -2.45579 4.86650  0.10
H 4.48289 2.69907 4.78399  0.10
C 0.09985 -0.06079 6.38350  -0.06
C -2.64664 -3.06395 1.89411  -0.15
C 2.71187 -3.22720 -1.50387  -0.08
C 3.08823 5.29316 -2.77730  -0.08
C -2.02844 -6.30362 0.49399  -0.15
H 3.62214 3.49423 -5.61307  0.10
C -3.00632 2.67254 1.81842  -0.12
C 3.26051 2.92162 -2.45015  -0.15
C 0.97790 -3.55226 3.87237  -0.09
C 4.65800 3.45895 1.57699  -0.15
C -0.32199 6.09109 1.03487  -0.16
C -0.53983 -4.76183 -0.16678  -0.14
C -3.35555 -3.23657 -5.31401  -0.08
C 4.35735 2.94385 3.74099  -0.13
H 3.01506 1.34876 3.33968  0.08
H -2.81168 6.29654 -4.66329  0.10
H 0.22199 6.78792 -1.75709  0.09
H 4.13947 -4.68865 -0.79761  0.09
N -1.69320 -5.42087 -0.48212  0.02
C -2.56681 1.57065 -4.20037  -0.20
H -3.55114 3.03412 -1.39720  0.10
H -1.52057 4.34888 1.20442  0.09
H 0.73807 -3.79876 -4.14866  0.09
H 5.71296 4.55627 3.23614  0.09
C 0.47815 1.23941 -1.22016  -0.14
C 5.77145 -3.12964 2.62593  -0.13
C -1.00581 -6.27967 1.42832  -0.10
H -0.93883 -6.80415 2.36815  0.09
N -2.10179 -4.14623 -3.05246  0.04
C 5.07862 -2.58655 3.66412  -0.11
C -4.98183 -3.10605 1.48914  -0.08
C -1.27775 6.68722 -3.23225  -0.07
C -3.78345 0.51012 -5.77835  -0.12
N 1.93821 -5.21932 -3.24003  0.06
H 1.80174 -3.20595 3.25711  0.09
H -2.14814 -5.27538 -1.38719  0.10
H -0.18885 -1.82539 3.39265  0.09
C 1.75880 -2.97191 -2.47230  -0.07
C -0.14317 -2.73756 3.97467  -0.09
H 5.20611 -2.69248 4.73015  0.10
C -0.13935 4.74370 -2.42089  -0.13
H 1.79171 -0.01178 1.45885  0.09
N -0.60658 4.77436 1.24824  0.04
C -2.44882 0.29706 -6.01632  -0.15
C 1.03474 6.25615 1.04287  -0.11
H -1.39102 7.76284 -3.26943  0.11
H -2.57575 2.26063 2.71823  0.07
H 3.19021 -6.50738 -2.23795  0.10
C -4.95740 -1.74608 1.21152  -0.06
H -0.92715 -5.30390 -4.26453  0.10
H -3.72488 -0.03879 1.14595  0.07
H 0.51405 2.17746 -1.76486  0.08
N -0.87729 3.93585 -3.20348  0.06
H -1.68318 -3.50761 2.09724  0.08
H 3.23186 5.88785 -4.83212  0.10
H -3.97451 4.54654 2.50832  0.11
N -2.61929 -1.72630 1.78239  0.08
C 3.31124 -4.47438 -1.46328  -0.07
C -0.06242 -5.30617 1.00283  -0.12
H 3.66494 -1.19702 1.02737  0.08
H -4.49640 -1.99299 -4.02771  0.10
H -2.22218 -4.77548 -6.32623  0.11
H -4.77957 1.60546 -4.15506  0.09
N -1.72027 0.92999 -5.05697  0.04
C -0.63512 -0.82778 -0.76199  -0.07
H 2.96258 6.28142 -2.35773  0.11
C -1.77228 -4.62439 -4.24172  -0.15
N -1.21160 -4.36660 5.36546  0.07
H 0.14588 -1.86093 0.93627  0.09
C 3.72481 2.45065 1.66216  -0.16
C 0.27840 -0.98647 0.31342  -0.05
H -5.93066 -3.63242 1.49688  0.10
H -0.17401 -6.10347 5.70668  0.10
C -3.84614 1.35242 -4.63208  -0.10
H -1.14108 6.79127 0.99145  0.11
H -1.93365 0.95121 3.89446  0.08
H 2.65385 4.74967 1.46058  0.06
H 6.55018 -3.87250 2.62164  0.11
C -0.28871 6.11179 -2.42902  -0.06
H 0.81923 -5.00585 1.54437  0.08
H -2.35300 3.79020 -4.58683  0.08
C 3.27562 5.06158 -4.13288  -0.08
H -2.04515 -0.04188 6.11251  0.11
C -0.54748 0.32515 -1.52130  -0.06
C 4.09043 -1.73682 3.12813  -0.13
H -4.42048 4.90977 0.09283  0.15
C 2.82860 -5.49121 -2.27387  -0.13
H -2.10394 2.15259 -3.41909  0.06
H -0.21418 -3.95227 -0.79819  0.08
H -1.38895 -1.58946 -0.90880  0.08
H 5.54465 -2.87663 0.54248  0.13
N 1.36081 0.92427 4.57649  0.05
H 1.26662 -2.00879 -2.48010  0.09
C -1.02359 0.82176 4.46239  -0.06
C 5.04155 3.78964 2.88592  -0.12
H -4.61394 0.07281 -6.30475  0.09
C 1.45693 -3.99603 -3.36425  -0.17
H 3.22209 2.02474 -1.84518  0.09
C -3.65850 -2.67475 -4.06955  -0.05
C 1.29638 0.32620 5.76833  -0.14
N 3.57904 2.11681 2.98408  0.03
C -3.02607 -3.18894 -2.94204  -0.13
H -5.82857 -1.20191 0.87945  0.10
H -2.23587 1.34771 0.16633  0.08
C 3.43072 3.76517 -4.58336  -0.16
H 0.28694 1.69447 3.00078  0.08
H 2.99252 -2.42956 -0.82795  0.08
N 3.38633 2.71406 -3.75891  0.05
H 2.22071 0.07005 6.27252  0.11
H -1.25431 0.63041 -2.27968  0.07
C -2.43183 -4.24376 -5.40799  -0.06
H -2.89635 -6.93544 0.41602  0.11
H -1.97181 -0.31432 -6.76528  0.11
C -3.71353 -1.09906 1.37138  -0.14
C 3.11062 4.20083 -1.91287  -0.08
C 1.00956 -4.76322 4.52329  -0.07
C 0.21486 1.20662 3.96746  -0.13
C -3.82234 -3.77928 1.81351  -0.06
C 1.61468 4.98324 1.29298  -0.10
H 1.60560 7.16934 0.98014  0.09
H -3.79685 -4.85101 1.95310  0.10
H 3.03390 4.33523 -0.84091  0.08
H -3.92450 -2.94366 -6.18777  0.11
H 0.53788 4.24542 -1.74303  0.08
C -3.48182 3.04130 -0.32591  -0.12
C -1.07178 0.20339 5.70435  -0.09
H 5.07199 3.89226 0.68036  0.09
C -2.08142 5.86562 -3.99242  -0.06
N 5.24657 -2.62000 1.46376  0.02
C -1.81444 4.49018 -3.95685  -0.15
C 0.57337 4.07349 1.29410  -0.12
H 0.65456 3.00302 1.38503  0.07
C 4.19110 -1.78347 1.75874  -0.13
C -3.75098 3.82786 1.73852  -0.13
H 3.41000 -1.11524 3.68973  0.08
H 1.84922 -5.44229 4.47093  0.10

Results
**Total energy**: -3247.2528 hartree
**Relative energy (zero: lowest compared OMol25 entry of this formula, charge and spin)**: 0.0000 eV
**LUMO energy**: 0.428 eV
**Total charge**: 0
**HOMO**: -0.27793 Ha
**Orbital gap**: 7.991 eV